Entry 1:
Formula: C27H27NO2
Source: the OMol25 dataset
Level of theory: wB97M-V/def2-TZVPD

Structure (ORCA input):
```
! RIJCOSX wB97M-V def2-TZVPD def2/J DEFGRID3
* xyz 0 1
C -0.237 1.087 -0.822
C -1.627 1.166 -1.259
C -2.306 0.009 -1.719
C -3.619 0.099 -2.177
C -4.299 1.326 -2.202
C -3.640 2.468 -1.732
C -2.331 2.397 -1.259
C 0.549 2.260 -0.725
C 1.933 2.264 -0.731
C 2.747 3.443 -0.591
C 4.159 3.305 -0.528
C 4.987 4.409 -0.343
C 4.425 5.695 -0.216
C 3.033 5.853 -0.271
C 2.200 4.750 -0.447
H 0.296 0.154 -1.070
H -1.797 -0.950 -1.671
H -4.128 -0.805 -2.511
H -5.327 1.386 -2.544
H -4.159 3.433 -1.722
H -1.863 3.292 -0.834
H 0.057 3.234 -0.732
H 2.468 1.310 -0.809
H 4.577 2.299 -0.636
H 6.065 4.276 -0.322
H 5.080 6.564 -0.082
H 2.598 6.851 -0.197
H 1.116 4.894 -0.483
C 3.582 -3.116 -0.113
C 3.119 -1.925 0.669
O 1.739 -1.648 0.259
C 1.284 -0.544 0.883
C -0.234 -0.423 0.910
C -0.797 0.686 1.729
N -0.849 -1.571 0.763
C -1.967 -1.992 1.281
C -2.397 -3.372 1.187
C -3.624 -3.803 1.753
C -4.026 -5.132 1.623
C -3.204 -6.062 0.957
C -1.967 -5.646 0.435
C -1.562 -4.315 0.557
O 1.989 0.280 1.469
H 4.621 -3.333 0.123
H 3.003 -4.003 0.138
H 3.528 -2.955 -1.192
H 3.119 -2.130 1.754
H 3.754 -1.047 0.473
H -0.032 1.468 1.781
H -1.732 1.052 1.280
H -1.017 0.350 2.752
H -2.629 -1.308 1.840
H -4.232 -3.082 2.304
H -4.986 -5.460 2.042
H -3.529 -7.098 0.847
H -1.319 -6.361 -0.066
H -0.595 -3.976 0.196
*
```

Properties
Kohn-Sham gap: 0.19374 Eh
relative energy (zero: lowest compared OMol25 entry of this formula, charge and spin): 1.597 eV

---

Entry 2:
Formula: C27H28As2Cl5N2OPd
Source: the OMol25 dataset
Level of theory: wB97M-V/def2-TZVPD

Structure (ORCA input):
```
! RIJCOSX wB97M-V def2-TZVPD def2/J DEFGRID3
* xyz 1 1
Pd -0.855 -0.982 0.312
C -4.380 0.573 0.534
As -2.753 0.292 -0.483
C -2.372 2.053 -1.193
C -3.368 -0.750 -2.017
C -4.229 -0.220 -2.971
C -4.656 -0.997 -4.039
C -4.234 -2.313 -4.155
C -3.378 -2.853 -3.205
C -2.941 -2.077 -2.138
As -1.735 -2.788 -0.798
C -2.851 -3.944 0.291
C -0.561 -4.014 -1.719
H -5.166 0.992 -0.092
H -4.156 1.257 1.351
H -4.711 -0.377 0.949
H -3.298 2.545 -1.485
H -1.706 1.967 -2.049
H -1.875 2.628 -0.412
H -4.567 0.806 -2.890
H -5.317 -0.574 -4.783
H -4.568 -2.919 -4.986
H -3.050 -3.881 -3.306
H -3.376 -4.652 -0.348
H -3.571 -3.330 0.826
H -2.224 -4.477 1.004
H -1.126 -4.830 -2.167
H 0.142 -4.410 -0.989
H -0.016 -3.467 -2.486
Cl 1.351 -0.734 -1.882
C 1.861 -1.603 -0.460
C 0.905 -1.947 0.492
C 1.328 -2.731 1.552
Cl 0.163 -3.222 2.737
C 2.664 -3.091 1.722
Cl 3.155 -4.004 3.091
C 3.610 -2.671 0.790
Cl 5.268 -3.058 1.006
C 3.206 -1.933 -0.322
Cl 4.358 -1.427 -1.491
C 4.213 2.719 1.870
N 3.024 1.957 2.203
N 1.910 1.964 1.389
C 1.101 0.911 1.724
O -0.032 0.765 1.183
C 1.781 0.198 2.740
C 2.960 0.856 2.980
C 4.081 0.491 3.887
C 1.535 3.102 0.616
C 1.209 4.289 1.259
C 0.827 5.387 0.504
C 0.756 5.287 -0.879
C 1.076 4.093 -1.510
C 1.476 2.995 -0.763
H 3.937 3.530 1.203
H 4.957 2.091 1.376
H 4.637 3.145 2.776
H 1.418 -0.678 3.247
H 3.833 -0.419 4.427
H 4.278 1.283 4.611
H 4.998 0.314 3.322
H 1.251 4.343 2.340
H 0.578 6.317 0.996
H 0.456 6.145 -1.466
H 1.030 4.020 -2.589
H 1.740 2.058 -1.236
*
```

Properties
Kohn-Sham gap: 0.32583 Eh
relative energy (zero: lowest compared OMol25 entry of this formula, charge and spin): 0.000 eV

---

Entry 3:
Formula: C27H28BrNO2PW
Source: the OMol25 dataset
Level of theory: wB97M-V/def2-TZVPD

Structure (ORCA input):
```
! RIJCOSX wB97M-V def2-TZVPD def2/J DEFGRID3
* xyz 3 3
W 0.685 -0.076 -1.113
C 0.393 -3.412 4.261
C 0.275 -2.100 4.708
C 0.153 -1.066 3.796
C 0.166 -1.357 2.428
C 0.267 -2.678 1.980
C 0.383 -3.704 2.902
P 0.029 -0.026 1.268
C -1.388 1.039 1.504
C -1.273 2.510 1.433
C -2.294 3.223 0.963
C -3.476 2.507 0.387
C -3.808 1.105 0.980
C -2.573 0.411 1.465
C 1.501 0.956 0.987
C 2.606 1.186 1.829
C 3.531 2.128 1.439
C 3.396 2.829 0.220
C 2.365 2.559 -0.655
C 1.428 1.579 -0.289
H 0.479 -4.216 4.980
H 0.270 -1.887 5.768
H 0.039 -0.047 4.147
H 0.220 -2.907 0.920
H 0.447 -4.731 2.568
H -0.395 2.983 1.855
H -2.286 4.305 0.993
H -4.360 3.138 0.355
H -4.653 1.020 1.661
H -2.639 -0.659 1.638
H 2.675 0.698 2.793
H 4.364 2.365 2.088
H 4.139 3.573 -0.038
H 2.303 3.070 -1.608
C 3.001 -2.305 -0.632
O 2.478 -1.152 -1.378
C 3.029 -0.936 -2.715
C 1.932 -1.226 -3.700
O 0.745 -0.496 -3.226
C -0.203 -0.259 -4.328
H 4.083 -2.206 -0.582
H 2.712 -3.223 -1.139
H 2.572 -2.253 0.364
H 3.897 -1.577 -2.860
H 3.338 0.109 -2.755
H 1.673 -2.284 -3.761
H 2.193 -0.854 -4.690
H 0.259 0.432 -5.029
H -1.103 0.166 -3.904
H -0.417 -1.215 -4.803
Br -5.933 0.653 -0.959
C -4.067 0.598 -0.488
C -3.309 1.827 -1.031
C -1.892 1.550 -1.351
N -1.376 0.371 -1.472
C -2.239 -0.781 -1.382
C -3.478 -0.714 -0.909
H -3.766 2.381 -1.856
H -1.222 2.399 -1.448
H -1.801 -1.707 -1.735
H -4.078 -1.613 -0.847
*
```

Properties
⟨S²⟩: 2.0362
Kohn-Sham gap (alpha / beta): 0.24544 / 0.23853 Eh
relative energy (zero: lowest compared OMol25 entry of this formula, charge and spin): 2.708 eV

---

Entry 4:
Formula: C27H28Cl2CoGeN4O2Se
Source: the OMol25 dataset
Level of theory: wB97M-V/def2-TZVPD

Structure (ORCA input):
```
! RIJCOSX wB97M-V def2-TZVPD def2/J DEFGRID3
* xyz 2 4
Co -3.946 0.478 -0.262
Se -3.949 -4.194 5.781
N -3.946 -2.435 5.748
C -4.063 -2.106 4.469
C -3.954 -0.803 3.883
C -3.875 0.381 4.617
C -3.828 1.597 4.000
C -3.788 1.645 2.590
N -3.863 0.540 1.851
C -3.968 -0.682 2.502
C -4.288 -1.783 1.566
N -4.405 -1.520 0.223
C -4.621 -2.608 -0.486
C -4.811 -3.921 -0.037
C -4.512 -4.124 1.246
C -4.327 -3.021 2.090
C -4.211 -3.254 3.539
N -4.051 -4.430 4.049
H -4.060 0.364 5.706
H -3.786 2.508 4.619
H -3.773 2.613 2.113
H -4.588 -2.369 -1.550
H -5.084 -4.765 -0.719
H -4.550 -5.192 1.636
Cl -0.895 4.078 -5.786
C -1.371 3.263 -4.372
C -0.437 3.027 -3.337
C -0.784 2.349 -2.197
Cl 0.458 2.018 -1.040
C -2.026 1.702 -1.985
O -2.245 0.908 -0.974
C -2.986 2.026 -2.957
C -4.354 1.648 -2.908
O -4.922 1.060 -1.956
C -2.629 2.842 -4.113
H 0.535 3.418 -3.393
H -4.973 1.978 -3.765
H -3.376 3.151 -4.878
C 3.809 -3.607 -1.994
C 3.679 -2.036 -1.952
C 4.757 -1.225 -2.635
C 4.715 0.245 -2.117
Ge 5.002 -0.050 -0.299
C 4.194 0.639 1.287
C 4.006 2.115 1.402
C 5.295 2.923 1.290
C 6.147 2.676 0.096
H 3.089 -4.119 -1.362
H 4.776 -3.838 -1.574
H 3.730 -3.970 -2.988
H 3.773 -1.812 -0.808
H 2.706 -1.611 -2.268
H 4.641 -1.143 -3.715
H 5.753 -1.532 -2.458
H 3.677 0.576 -2.332
H 5.340 0.844 -2.695
H 5.981 -1.192 -0.050
H 4.809 0.201 2.095
H 3.246 0.112 1.516
H 3.537 2.330 2.388
H 3.299 2.466 0.679
H 5.793 2.597 2.158
H 5.128 3.984 1.523
H 6.602 1.671 -0.098
H 7.060 3.282 0.263
H 5.707 3.088 -0.866
*
```

Properties
⟨S²⟩: 3.7577
Kohn-Sham gap (alpha / beta): 0.25949 / 0.26073 Eh
relative energy (zero: lowest compared OMol25 entry of this formula, charge and spin): 0.000 eV

---

Question: What is the relative energy (zero: lowest compared OMol25 entry of this formula, charge and spin) in the first record?
Answer: 1.597 eV

---

Question: What is the relative energy (zero: lowest compared OMol25 entry of this formula, charge and spin) in the fourth record?
Answer: 0.000 eV